1.
Density functional theory data (ωB97M-V/def2-TZVPD) for an isolated ion of composition C3H8N3S and charge +1 in a non-equilibrium geometry.

Properties
Energy ... -18535.4277 eV
Energy above the lowest of the compared OMol25 structures with the same formula, charge and spin ... 94.04 kcal per mole
Gap between HOMO and LUMO (spin up / spin down) ... 5.82 / 5.80 eV
Net charge ... +1
Highest occupied orbital energy (spin up / spin down) ... -13.23 / -13.21 eV
SMILES ... C/[NH+]=N/C(=[NH2+])C[S-]

```
15
Properties=species:S:1:pos:R:3:forces:R:3:lowdin_charge:R:1
C 0.035148 1.657799 -1.869989 0.2 -3.4 -3.7 0.018
N -0.512344 0.527677 -1.158269 1.3 -1.7 1.6 -0.024
N -0.371995 0.611378 0.113455 0.0 1.5 -0.8 0.104
C -0.080913 -0.250870 0.997918 -0.5 -2.1 0.6 -0.349
N -0.099862 0.057978 2.286979 -0.3 -0.8 -2.1 0.244
C 0.235682 -1.738421 0.624003 2.9 -0.2 1.1 -0.539
S 0.488249 -2.152867 -1.083707 -0.7 1.2 0.2 0.730
H 0.955321 1.970141 -1.496403 1.4 0.5 0.8 0.085
H 0.151164 1.279515 -2.973772 -0.4 1.3 2.0 0.159
H -0.744988 2.293615 -1.687534 -1.6 2.7 -0.4 0.079
H -0.703149 -0.391672 -1.605935 -0.5 -0.6 0.1 0.062
H 0.199763 -0.529091 2.994378 0.7 -1.6 1.2 0.115
H -0.307684 0.957067 2.550960 -0.8 2.5 0.6 0.110
H 1.246543 -1.892087 1.182900 -1.6 0.1 -0.9 0.111
H -0.490934 -2.400162 1.125016 -0.2 0.5 -0.3 0.096
```
Forces are in eV/Å.

***

2.
Density functional theory data (ωB97M-V/def2-TZVPD) for C18H22F3N4O8PtS2 as an isolated structure in a non-equilibrium geometry.

Properties
Energy ... -74433.3857 eV
Gap between HOMO and LUMO (spin up / spin down) ... 6.22 / 6.25 eV
Net charge ... -1
Highest occupied orbital energy (spin up / spin down) ... -5.62 / -5.62 eV

```
58
Properties=species:S:1:pos:R:3:forces:R:3:lowdin_charge:R:1
Pt -0.237594 0.132026 0.577812 1.0 1.1 1.3 1.202
F -0.755254 2.083488 -4.319899 0.0 0.1 0.3 0.128
C -0.004947 1.345673 -3.492451 0.0 0.1 0.1 -0.637
F -0.589654 0.148755 -3.382172 -0.1 -0.2 0.1 0.112
F 1.175853 1.151787 -4.100343 0.1 0.2 0.2 0.118
S 0.174076 2.102183 -1.773262 -0.1 0.5 -2.6 0.472
O 0.568917 3.467378 -2.018855 0.1 0.2 -0.1 -0.298
O -1.153429 1.927283 -1.235803 -0.1 -0.1 0.4 -0.312
O 1.205885 1.261199 -1.206964 0.2 -0.4 0.5 -0.360
N -1.884952 -0.469150 -0.168957 -1.5 -0.6 -1.4 -0.009
C -2.830436 -0.662813 -0.827080 1.8 0.4 1.5 -0.120
C -3.983587 -0.970682 -1.482747 -0.2 0.0 -0.1 -0.281
C -5.162788 -1.159560 -0.752954 -0.4 0.0 0.4 -0.254
N -6.138727 -1.324681 -0.164704 -0.3 -0.1 0.2 0.119
C -4.048254 -1.102450 -2.872523 0.1 -0.1 -0.5 -0.254
N -4.157387 -1.248753 -4.008442 0.0 0.0 -0.4 0.124
C -1.249994 4.510761 0.746178 -0.1 -0.2 0.0 0.006
C -0.414102 3.297475 1.079181 0.1 1.2 0.2 -0.605
N 0.899084 3.439180 0.814188 0.2 -0.5 0.2 0.166
O -0.896027 2.311472 1.623743 -0.4 -0.9 0.0 -0.023
H -0.729004 5.424413 1.020525 0.0 0.1 0.0 0.080
H -2.209680 4.453798 1.250375 0.0 -0.1 0.0 0.086
H -1.412535 4.509951 -0.328761 0.0 0.0 -0.1 0.078
H 1.163368 4.019858 0.034425 -0.1 0.1 0.0 0.094
H 1.444770 2.591385 0.941307 0.0 0.3 -0.1 0.062
C 7.287814 -1.016215 -0.214660 -0.1 0.0 0.0 -0.054
C 5.993849 -0.937684 0.541488 0.0 -0.1 0.0 -0.275
C 5.631195 0.245197 1.177300 -0.1 0.0 0.0 -0.030
C 4.390071 0.363081 1.771128 0.2 0.2 0.1 -0.054
C 3.509267 -0.700093 1.743722 -0.5 0.1 0.0 -0.257
C 3.869077 -1.897896 1.166304 -0.2 -0.1 0.1 -0.060
C 5.116935 -2.016051 0.569810 0.1 0.1 0.0 -0.043
S 1.883684 -0.314715 2.379273 1.5 -1.4 1.9 0.506
O 0.960476 -1.419444 2.099939 0.0 0.4 -0.4 -0.351
O 2.058622 -0.008276 3.776967 -0.1 0.1 -0.6 -0.269
O 1.532440 0.864258 1.551775 -1.4 -0.2 -1.0 -0.450
H 8.001368 -0.288034 0.165011 0.1 0.0 0.0 0.073
H 7.101260 -0.789550 -1.265955 0.1 0.0 0.0 0.086
H 7.722716 -2.010944 -0.148485 0.1 0.0 0.0 0.075
H 6.315266 1.082382 1.184686 0.0 0.1 0.0 0.111
H 4.067589 1.273106 2.252136 0.1 0.2 0.0 0.117
H 3.157348 -2.708118 1.164179 -0.1 -0.2 -0.1 0.117
H 5.410164 -2.941943 0.088719 -0.1 0.0 0.0 0.115
C -1.203029 -3.408070 0.880706 0.2 0.2 -0.3 -0.070
C -0.667189 -3.435238 -0.542297 -0.3 -0.4 0.0 -0.281
O 0.306508 -2.426469 -0.701330 0.2 0.1 0.2 -0.213
C 0.944993 -2.486013 -1.960897 0.3 0.0 -0.4 -0.266
C 2.209605 -1.648235 -1.916997 -0.4 -0.2 0.2 -0.048
H -1.668737 -4.357176 1.133698 0.0 -0.1 0.0 0.075
H -1.931091 -2.612370 1.009980 -0.1 0.0 0.0 0.051
H -0.371823 -3.198622 1.546978 0.0 -0.2 0.2 0.052
H -1.474784 -3.303238 -1.281436 0.1 0.0 0.1 0.121
H -0.192179 -4.413870 -0.743384 -0.1 0.2 0.0 0.117
H 0.265279 -2.126721 -2.747045 0.0 -0.1 0.1 0.114
H 1.201305 -3.537706 -2.190455 -0.1 0.2 0.1 0.118
H 1.969535 -0.648085 -1.569161 0.1 0.0 -0.1 0.041
H 2.656225 -1.583984 -2.904814 0.1 0.0 -0.1 0.083
H 2.919870 -2.088519 -1.224894 0.1 -0.1 0.0 0.051
```
Forces are in eV/Å.

***

3.
Density functional theory data (ωB97M-V/def2-TZVPD) for C21H27LuNO4P2S as an isolated structure in a non-equilibrium geometry.

Properties
Energy ... -94920.5679 eV
Energy above the lowest of the compared OMol25 structures with the same formula, charge and spin ... 0.00 kcal per mole
Gap between HOMO and LUMO ... 5.32 eV
Net charge ... +1
Highest occupied orbital energy ... -9.85 eV

```
57
Properties=species:S:1:pos:R:3:forces:R:3:lowdin_charge:R:1
C -1.746122 2.785518 -3.804598 -0.8 -0.7 0.4 -0.051
C -1.406780 1.506650 -3.413186 0.2 0.0 -0.8 -0.241
C -0.058724 1.092443 -3.690668 1.1 0.9 0.3 -0.171
C 0.988302 2.116423 -3.866622 -0.1 -0.9 1.6 -0.120
C 0.567238 3.464658 -3.719302 -0.4 1.1 -0.3 -0.039
C -0.768995 3.792713 -3.914027 1.1 -0.1 -0.5 -0.069
C 2.336255 1.705165 -3.679412 -1.1 -1.5 1.6 0.071
C 2.631001 0.307574 -3.550100 -0.9 0.3 1.3 -0.107
C 1.488451 -0.616351 -3.436508 1.4 1.0 0.4 -0.181
C 1.703134 -1.928698 -2.897360 0.3 -0.4 -0.7 -0.224
C 2.998568 -2.441623 -2.933591 -1.8 0.2 0.1 -0.036
C 4.088379 -1.569054 -2.984395 0.4 1.1 -0.5 -0.069
C 3.879239 -0.196739 -3.060856 0.7 -0.2 -0.2 -0.030
H -2.809162 3.029097 -3.920398 0.4 0.1 0.4 0.124
H 1.273953 4.252156 -3.396262 -0.2 -0.5 -0.9 0.126
H -1.068157 4.803003 -4.194437 0.1 -0.1 0.6 0.113
H 2.982640 2.368317 -3.088689 0.3 0.2 -1.3 0.134
H 3.120402 -3.509782 -2.849545 0.3 -0.1 0.4 0.115
H 5.093381 -1.985098 -2.996865 -0.1 0.2 0.6 0.113
H 4.653685 0.493257 -2.667545 -0.3 -0.4 -1.0 0.127
N 0.246466 -0.175667 -3.484188 -0.9 -0.4 0.3 0.148
Lu 0.315599 1.048767 1.370381 1.3 -0.3 -1.8 1.326
C -2.325402 0.572404 -2.672014 0.5 0.0 0.1 -0.250
H -2.213486 -0.470797 -2.991683 0.0 0.2 0.0 0.079
H -3.364595 0.885361 -2.812431 0.0 0.0 0.3 0.094
C 0.532447 -2.636456 -2.255386 0.0 0.6 -0.3 -0.273
H -0.397734 -2.546678 -2.837944 0.4 0.0 0.1 0.081
H 0.761957 -3.689189 -2.103298 0.0 -0.1 0.1 0.087
P -1.970288 0.602436 -0.779667 -0.7 1.1 -0.4 0.786
P 0.144245 -1.881923 -0.552090 0.8 -1.0 0.2 0.823
C 1.495334 -2.706245 0.412274 0.1 0.1 -0.1 -0.288
H 1.326892 -2.557612 1.492400 0.1 -0.1 -0.3 0.033
H 1.509777 -3.786942 0.192461 0.1 0.4 0.1 0.048
H 2.461189 -2.250922 0.142820 -0.3 -0.2 0.2 0.042
C -1.208034 -3.036731 -0.103750 0.0 -0.1 0.0 -0.298
H -0.794920 -4.045791 0.027683 -0.3 0.2 -0.1 0.051
H -1.676553 -2.708821 0.830886 -0.1 -0.3 -0.2 0.005
H -1.952041 -3.040410 -0.908311 0.0 -0.1 0.3 0.039
C -2.589084 2.311067 -0.402975 -0.1 0.0 -0.2 -0.297
H -3.638963 2.409953 -0.723589 0.3 0.2 0.1 0.050
H -2.537802 2.494889 0.685477 -0.1 0.0 -0.3 0.027
H -1.969738 3.059845 -0.920586 -0.2 -0.2 0.2 0.041
C -3.458179 -0.321834 -0.229112 0.0 0.0 0.0 -0.287
H -3.403478 -0.471465 0.855428 -0.2 -0.1 -0.2 0.011
H -4.359970 0.260627 -0.463769 0.2 -0.3 0.0 0.052
H -3.507156 -1.297589 -0.726408 0.0 0.2 0.2 0.039
C -1.273314 -0.593533 2.374788 -2.3 -2.1 2.5 -0.066
O -1.975779 -1.228907 3.026222 2.2 1.9 -2.3 0.133
H 0.941626 0.777472 -0.227666 0.0 0.2 -1.3 -0.109
C 3.164703 2.054087 3.502217 0.2 0.2 0.2 -0.124
S 3.018300 1.827150 1.735230 0.8 -0.1 -0.4 0.472
O 4.275046 2.074588 1.081647 -1.3 -0.3 0.5 -0.257
O 2.483447 0.401790 1.605909 -0.7 1.2 0.6 -0.517
O 1.862720 2.728375 1.318852 -0.1 -1.2 0.7 -0.502
H 4.083323 2.588516 3.757076 -0.2 0.0 -0.3 0.081
H 3.196668 1.069405 3.970943 -0.1 0.1 -0.1 0.071
H 2.301991 2.643251 3.827440 0.2 -0.2 0.0 0.065
```
Forces are in eV/Å.

***

4.
Density functional theory data (ωB97M-V/def2-TZVPD) for C20H8B4Br4O34V as an isolated structure in a non-equilibrium geometry.

Properties
Energy ... -399074.5557 eV
Energy above the lowest of the compared OMol25 structures with the same formula, charge and spin ... 49.47 kcal per mole
Gap between HOMO and LUMO ... 8.01 eV
Net charge ... -3
Highest occupied orbital energy ... -3.51 eV

```
71
Properties=species:S:1:pos:R:3:forces:R:3:lowdin_charge:R:1
O -2.763122 -0.941892 0.060088 -0.6 -0.2 -0.2 -0.271
V -1.412101 -0.965890 -0.700612 1.7 1.0 -0.7 0.969
O -1.622251 -1.607779 -2.120504 -0.3 0.2 0.2 -0.341
O 1.638569 -2.872218 5.493307 -0.4 -0.9 -0.3 0.153
C 0.688110 -3.151127 4.807796 1.0 2.4 1.1 -0.398
O 0.704311 -3.410224 3.527443 -0.1 -1.4 -1.5 0.246
B -0.647831 -3.725729 3.069474 -0.6 0.8 0.9 -0.806
O -1.529975 -3.274635 4.191302 0.3 0.2 -0.5 0.216
C -0.760778 -2.884212 5.208198 -0.5 -0.9 0.4 -0.391
O -1.120459 -2.489763 6.277250 -0.2 0.1 -0.1 0.150
O -0.974637 -5.153532 2.820146 0.7 0.2 0.4 0.249
C -1.514493 -5.269535 1.646567 -1.0 -0.8 -0.5 -0.406
O -2.129867 -6.217984 1.226030 0.4 0.0 -0.1 0.132
C -1.420456 -3.935912 0.908365 -0.3 0.0 0.8 -0.361
O -0.974451 -3.046518 1.770265 0.3 -0.1 -0.5 0.234
O -1.827177 -3.763585 -0.212939 0.7 1.0 0.0 0.109
O -0.755520 1.082774 -1.647096 -1.3 -0.8 0.6 0.062
C 0.067248 1.917384 -1.924766 1.6 -0.5 -0.3 -0.324
O 1.352586 1.822623 -1.656272 -1.2 0.8 -0.1 0.258
B 2.028894 3.026599 -2.214119 1.3 -0.2 -0.6 -0.845
O 1.006427 3.743316 -3.026074 -0.3 -0.6 0.3 0.235
C -0.176665 3.181559 -2.804614 0.4 0.4 1.3 -0.381
O -1.255470 3.613675 -3.064927 -0.3 0.0 -0.7 0.147
O 3.185465 2.556375 -3.016151 -0.5 0.5 0.3 0.210
C 4.309981 3.031167 -2.469023 0.2 -1.5 -1.2 -0.383
O 5.390950 2.683447 -2.858738 0.2 0.6 0.3 0.130
C 3.945561 3.937732 -1.300494 0.7 -0.1 -0.2 -0.399
O 2.637827 3.891878 -1.212706 -1.1 0.5 0.8 0.251
O 4.733079 4.544680 -0.641150 -0.3 0.2 0.1 0.170
O 3.085303 1.318914 4.779755 0.5 0.0 -0.3 0.149
C 3.274486 0.954559 3.652633 -0.6 0.4 0.8 -0.390
O 2.649458 -0.049933 3.068659 0.0 -0.2 -1.0 0.227
B 3.057650 -0.094542 1.628919 1.0 0.3 2.4 -0.892
O 4.040975 0.967278 1.481939 0.2 -0.6 -1.3 0.254
C 4.187467 1.623410 2.600486 0.1 1.2 1.2 -0.394
O 4.844818 2.609290 2.786139 0.1 -0.5 -0.2 0.153
O 3.579019 -1.451973 1.359555 0.0 -0.2 -0.6 0.265
C 2.795203 -2.031236 0.491505 -0.9 -0.1 -0.5 -0.380
O 2.864022 -3.097947 -0.048039 0.3 -0.1 0.3 0.153
C 1.633032 -1.024211 0.181072 1.2 1.4 0.6 -0.267
O 1.940250 0.116277 0.756679 -1.7 -1.3 -1.2 0.296
O 0.678013 -1.209087 -0.551762 -0.8 -0.5 0.4 0.051
O -0.770289 1.001434 4.438541 -0.4 0.2 0.0 0.160
C -0.742636 1.881635 3.625122 0.4 -1.9 0.3 -0.403
O -0.465514 3.134600 3.842278 -0.1 1.0 -0.6 0.246
B -0.316188 3.818465 2.538172 0.4 -0.4 -0.2 -0.854
O -0.658946 2.786604 1.502172 0.1 -0.2 0.4 0.230
C -0.886053 1.631771 2.102675 0.1 0.8 -0.3 -0.352
O -1.148914 0.591843 1.557895 0.2 -0.3 -0.1 0.107
O 1.087179 4.294713 2.382088 -0.6 0.1 -0.4 0.231
C 1.068447 5.582368 2.067778 -0.2 -0.2 1.3 -0.394
O 2.000375 6.322869 2.024962 0.3 0.3 -0.5 0.154
C -0.415074 6.026302 2.041810 -0.8 -0.6 -0.7 -0.375
O -1.182740 4.971496 2.357638 0.7 0.5 0.2 0.228
O -0.852485 7.091072 1.724621 0.2 0.5 0.2 0.132
Br -1.751015 0.819619 -7.482370 0.0 0.1 0.5 0.561
C -2.184307 1.126769 -5.589185 -0.9 0.8 0.3 -0.709
C -3.101714 0.052206 -5.025551 1.3 0.1 0.4 -0.698
Br -3.700930 0.723445 -3.311502 -0.3 0.0 0.1 0.718
H -2.678379 2.090979 -5.466540 0.0 0.1 -0.7 0.040
H -1.278507 1.253556 -5.001694 0.2 -0.5 -0.3 0.052
H -2.455776 -0.789725 -4.788228 -0.6 -0.4 -0.1 0.024
H -3.983277 -0.195559 -5.602795 0.2 0.0 -0.2 0.045
Br -4.666935 -6.526544 -2.676819 0.5 0.2 0.4 0.538
C -3.220112 -5.282509 -2.130657 0.3 -0.1 0.6 -0.687
C -2.735359 -4.542113 -3.344244 0.4 0.3 0.1 -0.688
Br -4.077244 -3.255251 -3.871255 -0.2 0.1 -0.4 0.651
H -2.420948 -5.779813 -1.575035 -0.1 -0.7 -0.7 0.060
H -3.565310 -4.654495 -1.310892 -0.6 0.2 -0.6 0.048
H -2.488592 -5.186155 -4.184989 -0.4 -0.1 0.0 0.049
H -1.842209 -3.943055 -3.167582 -0.1 0.0 0.5 0.045
```
Forces are in eV/Å.